[1]
This record from OMol25 describes a cluster of 7 separate species, C36H75N4O21S7 in total. The level of theory is the ωB97M-V functional and the def2-TZVPD basis.

The geometry in ORCA input format:
```
! RIJCOSX wB97M-V def2-TZVPD def2/J DEFGRID3
* xyz 1 1
C 4.211 -0.630 2.629
C 3.697 -0.444 4.078
C 2.386 -1.177 4.357
O 1.292 -0.780 3.517
C 1.290 0.585 3.235
N -0.033 0.941 2.677
C -0.904 1.741 3.298
C -0.592 2.350 4.650
C -2.117 2.068 2.699
C -3.118 3.011 3.340
C -4.471 2.376 3.715
C -4.418 1.471 4.981
C -2.405 1.521 1.458
C -3.714 1.787 0.718
O -3.886 2.793 0.088
O -4.656 0.808 0.820
N -4.057 -0.414 1.229
C -4.830 -1.162 1.926
C -6.286 -1.403 1.568
C -4.321 -1.879 3.151
C -1.472 0.698 0.839
N -1.840 0.223 -0.460
C -0.291 0.420 1.455
N 0.690 -0.400 0.826
C 0.285 -1.540 0.600
S -0.195 -2.850 -0.073
H 5.210 -1.088 2.639
H 4.289 0.340 2.107
H 3.549 -1.296 2.061
H 4.451 -0.904 4.732
H 3.685 0.609 4.383
H 2.143 -1.147 5.430
H 2.564 -2.236 4.136
H 2.007 0.828 2.437
H 1.560 1.204 4.088
H -1.502 2.363 5.251
H 0.155 1.805 5.221
H -0.307 3.394 4.471
H -3.327 3.803 2.607
H -2.742 3.522 4.226
H -5.145 3.206 3.955
H -4.952 1.827 2.904
H -3.405 1.172 5.267
H -5.003 0.572 4.774
H -4.915 1.971 5.816
H -6.805 -1.781 2.454
H -6.764 -0.465 1.267
H -6.359 -2.162 0.786
H -4.271 -2.967 2.999
H -5.013 -1.698 3.976
H -3.311 -1.543 3.403
H -2.198 -0.723 -0.323
H -0.956 0.105 -0.954
O 7.076 -1.762 3.879
S 7.500 -2.966 4.534
O 8.179 -2.921 5.789
O 8.349 -3.836 3.510
C 9.468 -3.210 2.848
C 10.682 -3.116 3.750
C 6.130 -4.066 4.666
H 9.181 -2.229 2.465
H 9.699 -3.837 1.988
H 10.511 -2.419 4.570
H 11.548 -2.769 3.186
H 10.910 -4.086 4.191
H 5.643 -4.140 3.697
H 5.446 -3.650 5.403
H 6.491 -5.037 4.997
O 5.041 2.446 0.965
S 5.174 3.769 1.501
O 4.081 4.395 2.184
O 5.703 4.739 0.364
C 4.979 4.786 -0.887
C 3.721 5.623 -0.779
C 6.603 3.838 2.527
H 4.756 3.776 -1.235
H 5.656 5.234 -1.611
H 2.985 5.146 -0.129
H 3.271 5.755 -1.761
H 3.945 6.601 -0.353
H 7.443 3.407 1.988
H 6.393 3.259 3.424
H 6.797 4.875 2.787
O 3.049 1.924 -4.695
S 2.185 3.062 -4.765
O 2.460 4.241 -4.001
O 0.690 2.586 -4.450
C 0.465 1.843 -3.245
C 0.421 2.739 -2.020
C 1.930 3.511 -6.446
H 1.219 1.060 -3.136
H -0.499 1.348 -3.368
H 1.399 3.175 -1.814
H 0.113 2.169 -1.141
H -0.276 3.564 -2.168
H 1.667 2.622 -7.013
H 2.860 3.932 -6.821
H 1.137 4.253 -6.493
O -4.824 -4.807 1.435
S -4.463 -5.889 2.307
O -3.881 -5.630 3.587
O -3.528 -6.903 1.507
C -2.366 -6.366 0.852
C -1.232 -6.107 1.826
C -5.839 -6.968 2.505
H -2.630 -5.461 0.301
H -2.056 -7.110 0.120
H -1.484 -5.297 2.511
H -0.325 -5.828 1.289
H -1.028 -6.990 2.431
H -6.246 -7.202 1.525
H -6.581 -6.447 3.107
H -5.507 -7.868 3.016
O 3.487 2.823 -11.835
S 3.123 1.884 -10.821
O 3.187 2.234 -9.434
O 3.933 0.533 -11.052
C 5.367 0.612 -11.165
C 6.037 0.766 -9.814
C 1.522 1.239 -11.174
H 5.649 1.421 -11.842
H 5.685 -0.321 -11.627
H 5.811 1.735 -9.370
H 7.120 0.684 -9.917
H 5.686 0.001 -9.121
H 1.492 0.925 -12.213
H 0.802 2.035 -10.999
H 1.326 0.403 -10.507
O -11.523 1.577 -1.265
S -11.141 0.278 -0.807
O -10.417 0.109 0.416
O -10.353 -0.468 -1.978
C -9.232 0.210 -2.572
C -7.998 0.133 -1.695
C -12.553 -0.774 -0.787
H -9.490 1.246 -2.800
H -9.042 -0.290 -3.520
H -8.133 0.708 -0.779
H -7.129 0.531 -2.221
H -7.798 -0.899 -1.405
H -13.070 -0.685 -1.739
H -13.196 -0.442 0.025
H -12.227 -1.796 -0.614
*
```

- Gap between HOMO and LUMO: 8.61 eV
- F_max: 3.12 eV Å⁻¹
- Energy above the lowest of the compared OMol25 structures with the same formula, charge and spin: 0.0 kJ/mol

Results of the Löwdin charge analysis, in e, for atoms 1 through 4: C -0.074; C -0.223; C -0.189; O -0.099

***

[2]
This record from OMol25 describes a cluster of 3 separate species, C4H11NO2 in total. The level of theory is the ωB97M-V functional and the def2-TZVPD basis.

The geometry in ORCA input format:
```
! RIJCOSX wB97M-V def2-TZVPD def2/J DEFGRID3
* xyz 0 1
N -1.109 -1.229 -0.138
C -0.683 -0.161 0.603
C -1.306 0.180 1.686
C 1.611 -0.564 -0.332
C 0.748 0.112 0.421
H -1.823 -1.812 0.196
H -0.616 -1.352 -1.007
H -0.806 1.072 2.174
H -2.234 0.003 2.012
H 2.537 0.033 -0.992
H 1.425 -1.523 -0.865
H 1.151 0.997 0.884
H -3.609 -0.509 -2.407
H -2.273 0.269 -2.389
O -3.043 0.025 -2.997
H 3.469 2.090 1.819
H 4.077 0.658 1.537
O 3.574 1.384 1.214
*
```

- Gap between HOMO and LUMO: 9.00 eV
- SMILES: C=CC(=C)N.O.O
- F_max: 6.06 eV Å⁻¹
- Energy above the lowest of the compared OMol25 structures with the same formula, charge and spin: 358.4 kJ/mol

Results of the Löwdin charge analysis, in e, for atoms 1 through 4: N 0.091; C -0.463; C 0.041; C -0.030

***

[3]
This record from OMol25 describes a structure of composition C29H57Cl3N2O3PSiSn. The level of theory is the ωB97M-V functional and the def2-TZVPD basis.

The geometry in ORCA input format:
```
! RIJCOSX wB97M-V def2-TZVPD def2/J DEFGRID3
* xyz -1 1
C 2.413 -1.428 -6.014
C 1.535 -0.449 -5.224
H 2.679 -1.102 -7.039
H 1.746 -2.308 -6.126
H 3.350 -1.711 -5.503
C 0.571 0.260 -5.843
C 0.301 0.133 -7.315
H -0.074 0.982 -5.301
H -0.232 -0.773 -7.603
H 1.223 0.108 -7.900
H -0.330 0.942 -7.676
Sn 0.015 -0.635 1.715
Cl 2.349 -0.887 1.345
Cl -1.149 -2.799 1.522
C 0.853 2.462 1.216
O -0.107 1.729 1.695
N 0.671 3.776 1.104
C -0.679 4.279 0.893
C 1.806 4.686 1.158
H 1.826 2.047 0.950
H -1.379 3.647 1.442
H -0.939 4.238 -0.170
H -0.746 5.305 1.254
H 2.638 4.166 1.651
H 1.537 5.579 1.742
H 2.140 4.998 0.157
H -2.489 -1.487 -2.795
H -2.806 0.793 -3.930
C -3.277 -1.137 -2.120
C -3.420 1.107 -3.084
N -3.156 0.288 -1.920
H -3.203 -1.613 -1.149
C -3.117 0.844 -0.685
O -3.094 0.240 0.394
H -3.184 2.124 -2.811
H -3.041 1.947 -0.744
H -4.230 -1.369 -2.614
H -4.473 1.045 -3.373
O 0.948 -1.614 -3.154
C 1.714 -0.511 -3.710
C 0.042 1.305 -3.003
C 1.352 0.823 -3.021
H -0.764 0.615 -3.300
C -0.194 2.668 -2.763
H 2.763 -0.745 -3.504
C 2.383 1.591 -2.457
H -1.171 3.098 -2.943
C 0.870 3.478 -2.368
C 2.117 2.908 -2.091
H 3.396 1.145 -2.381
H 0.721 4.540 -2.191
H 2.954 3.505 -1.717
Si 1.062 -3.236 -2.961
Cl -0.442 0.084 -0.330
C -0.752 -3.636 -2.582
C 1.704 -3.349 -1.174
C 2.101 -4.310 -4.050
H -1.502 -2.858 -2.800
H -0.834 -3.840 -1.501
H -0.988 -4.550 -3.143
H 1.571 -4.584 -4.985
H 2.429 -5.249 -3.564
H 3.045 -3.770 -4.291
H 2.422 -2.552 -0.906
H 2.156 -4.355 -1.201
H 0.832 -3.266 -0.488
C 1.533 -2.632 4.165
C 0.159 -2.151 4.671
C 0.153 -2.225 6.196
P -0.437 -0.502 4.107
C -2.278 -0.360 3.994
C -2.899 -0.796 5.326
C -2.738 1.026 3.550
C 0.437 1.003 4.690
C -0.086 1.348 6.083
C 1.963 0.879 4.640
H 2.367 -2.202 4.742
H 1.690 -2.401 3.106
H 1.571 -3.725 4.272
H -0.587 -2.837 4.242
H 0.995 -1.647 6.599
H -0.770 -1.863 6.660
H 0.295 -3.267 6.511
H -2.562 -1.084 3.210
H -2.461 -0.238 6.171
H -3.978 -0.583 5.292
H -2.763 -1.874 5.501
H -2.502 1.200 2.497
H -3.831 1.073 3.638
H -2.299 1.818 4.173
H 0.135 1.798 3.991
H 0.105 0.507 6.764
H 0.460 2.227 6.454
H -1.163 1.569 6.091
H 2.338 0.664 3.630
H 2.393 1.829 4.992
H 2.297 0.085 5.320
*
```

- Gap between HOMO and LUMO (spin up / spin down): 2.39 / 2.39 eV
- F_max: 5.60 eV Å⁻¹
- Energy above the lowest of the compared OMol25 structures with the same formula, charge and spin: 397.1 kJ/mol

Results of the Löwdin charge analysis, in e, for atoms 1 through 4: C -0.050; C -0.209; H 0.070; H 0.084

***

[4]
This record from OMol25 describes a structure of composition C7H12Ag4Br6O3. The level of theory is the ωB97M-V functional and the def2-TZVPD basis.

The geometry in ORCA input format:
```
! RIJCOSX wB97M-V def2-TZVPD def2/J DEFGRID3
* xyz 2 1
Ag -21.080 -5.248 19.243
Ag -19.652 -1.205 17.807
Ag -16.592 -1.791 16.376
Ag -18.544 -4.685 16.004
C -18.774 -3.634 18.609
O -17.968 -2.898 17.885
O -19.739 -3.057 19.225
O -18.902 -4.903 18.409
Br -15.114 -4.738 22.146
C -16.995 -5.146 22.076
C -17.342 -6.036 20.899
Br -16.993 -7.923 21.194
H -17.577 -4.232 21.943
H -17.326 -5.600 23.006
H -16.845 -5.688 19.997
H -18.411 -5.984 20.700
Br -17.329 -7.703 15.875
C -16.404 -7.243 17.560
C -15.192 -8.080 17.816
Br -15.582 -9.989 17.711
H -17.178 -7.293 18.320
H -16.148 -6.186 17.471
H -14.741 -7.884 18.784
H -14.457 -7.937 17.028
Br -15.018 -1.124 18.824
C -16.481 -0.977 20.099
C -16.080 -0.206 21.321
Br -17.677 -0.044 22.409
H -16.838 -1.972 20.356
H -17.290 -0.528 19.527
H -15.653 0.772 21.117
H -15.361 -0.748 21.930
*
```

- Gap between HOMO and LUMO: 5.31 eV
- F_max: 3.47 eV Å⁻¹
- Energy above the lowest of the compared OMol25 structures with the same formula, charge and spin: 69.5 kJ/mol

Results of the Löwdin charge analysis, in e, for atoms 1 through 4: Ag 0.895; Ag 0.865; Ag 0.716; Ag 0.769

***

[5]
This record from OMol25 describes the molecule C16H18N2O4S. The level of theory is the ωB97M-V functional and the def2-TZVPD basis.

The geometry in ORCA input format:
```
! RIJCOSX wB97M-V def2-TZVPD def2/J DEFGRID3
* xyz 0 1
C 3.052 1.743 4.538
H 2.920 2.570 3.844
H 3.320 2.146 5.513
H 3.873 1.126 4.183
C 1.763 0.925 4.640
C 1.328 0.445 3.277
C 0.120 0.860 2.732
C -0.290 0.428 1.485
C 0.515 -0.426 0.742
C 1.732 -0.841 1.271
C 2.122 -0.412 2.526
H 3.073 -0.744 2.913
H 2.387 -1.471 0.691
N 0.052 -0.827 -0.526
S -0.211 0.402 -1.648
O 0.096 -0.137 -2.941
O 0.395 1.623 -1.224
C -1.991 0.608 -1.558
C -2.530 1.773 -1.042
C -3.911 1.887 -0.980
C -4.674 0.822 -1.439
N -4.156 -0.286 -1.943
C -2.841 -0.389 -2.008
H -2.446 -1.295 -2.444
H -5.755 0.854 -1.409
H -4.380 2.776 -0.589
H -1.865 2.556 -0.709
C 0.460 -2.083 -1.108
C 1.648 -1.910 -2.048
O 2.597 -1.212 -1.823
O 1.535 -2.679 -3.128
H 2.265 -2.505 -3.744
H -0.373 -2.497 -1.682
H 0.725 -2.780 -0.309
H -1.236 0.749 1.079
H -0.516 1.530 3.294
C 1.939 -0.250 5.603
H 1.020 -0.829 5.668
H 2.191 0.113 6.597
H 2.736 -0.909 5.268
H 0.976 1.576 5.038
*
```

- Gap between HOMO and LUMO: 9.07 eV
- SMILES: CC(C)c1ccc(N(CC(=O)O)S(=O)(=O)c2cccnc2)cc1
- F_max: 1.06 eV Å⁻¹
- Energy above the lowest of the compared OMol25 structures with the same formula, charge and spin: 122.0 kJ/mol

Results of the Löwdin charge analysis, in e, for atoms 1 through 4: C -0.065; H 0.083; H 0.076; H 0.075

***

[6]
This record from OMol25 describes a cluster of 3 separate species, C5H16N2O3 in total. The level of theory is the ωB97M-V functional and the def2-TZVPD basis.

The geometry in ORCA input format:
```
! RIJCOSX wB97M-V def2-TZVPD def2/J DEFGRID3
* xyz 0 1
C -2.020 0.996 -0.374
O -2.529 2.277 -0.188
C -0.584 0.916 0.229
C -0.026 -0.507 0.108
C 1.436 -0.482 -0.417
C 0.720 -0.363 -2.700
N 1.630 -0.373 -1.859
N -0.594 1.341 1.646
H -1.991 0.699 -1.467
H -2.746 0.337 0.132
H -2.140 2.923 -0.808
H 0.080 1.621 -0.375
H -0.675 -1.123 -0.529
H -0.023 -1.003 1.079
H 1.954 0.361 0.077
H 1.986 -1.374 -0.066
H -0.397 -0.389 -2.537
H 1.037 -0.245 -3.724
H -0.936 2.287 1.691
H -1.165 0.709 2.227
H 0.717 -3.025 -0.274
H 0.317 -4.285 0.555
O -0.047 -3.568 0.019
H 1.272 0.712 2.216
H 2.555 1.136 2.926
O 2.168 0.423 2.414
*
```

- Gap between HOMO and LUMO: 9.90 eV
- SMILES: C=NCC[C@H](N)CO.O.O
- F_max: 1.84 eV Å⁻¹
- Energy above the lowest of the compared OMol25 structures with the same formula, charge and spin: 225.6 kJ/mol

Results of the Löwdin charge analysis, in e, for atoms 1 through 4: C -0.258; O -0.076; C -0.373; C -0.187

***

[7]
This record from OMol25 describes a structure of composition C5H8O2. The level of theory is the ωB97M-V functional and the def2-TZVPD basis.

The geometry in ORCA input format:
```
! RIJCOSX wB97M-V def2-TZVPD def2/J DEFGRID3
* xyz 0 1
C 0.128 -0.119 -0.710
C -0.297 0.655 1.105
C -0.897 -1.217 -0.682
C 1.553 0.105 0.610
O -1.350 1.455 0.605
C 1.559 -0.489 -0.656
O 2.310 -1.042 -1.440
H -1.057 2.371 0.558
H -0.091 0.729 -1.349
H 0.253 1.220 1.846
H -0.714 -0.238 1.546
H 2.011 1.091 0.689
H -1.907 -0.848 -0.502
H -0.864 -1.689 -1.669
H -0.638 -1.984 0.048
*
```

- Gap between HOMO and LUMO: 8.80 eV
- F_max: 0.47 eV Å⁻¹
- Energy above the lowest of the compared OMol25 structures with the same formula, charge and spin: 557.3 kJ/mol

Results of the Löwdin charge analysis, in e, for atoms 1 through 4: C -0.148; C -0.169; C -0.056; C 0.115

***

[8]
This record from OMol25 describes the molecule CH4N2S3. The level of theory is the ωB97M-V functional and the def2-TZVPD basis.

The geometry in ORCA input format:
```
! RIJCOSX wB97M-V def2-TZVPD def2/J DEFGRID3
* xyz 0 1
C 0.223 0.643 -0.117
H -2.216 -0.776 1.373
H -1.436 1.682 0.191
H -0.052 -1.288 -0.617
H 2.917 -0.723 -0.822
N -1.164 0.736 -0.080
N 0.651 -0.646 -0.297
S -2.330 -0.424 0.058
S 1.207 1.963 0.109
S 2.199 -1.167 0.203
*
```

- Gap between HOMO and LUMO: 9.12 eV
- SMILES: S=C(NS)NS
- F_max: 2.32 eV Å⁻¹
- Energy above the lowest of the compared OMol25 structures with the same formula, charge and spin: 1.5 kJ/mol

Results of the Löwdin charge analysis, in e, for atoms 1 through 4: C -1.022; H -0.115; H 0.068; H 0.037

***

Calculated energy, -6002.7066 -364.1317 -3700.1552 -16530.9432 -1429.1576 -535.2928 -345.5927 -1344.5498 Ha (same order as the records).